1.
{"formula": "C20H19CoN5O2S", "method": "wB97M-V/def2-TZVPD", "elements": ["Co", "C", "C", "N", "C", "S", "N", "N", "C", "C", "C", "C", "C", "C", "C", "N", "H", "H", "H", "H", "H", "H", "H", "H", "H", "H", "H", "H", "H", "O", "C", "O", "C", "C", "C", "C", "C", "C", "C", "C", "C", "N", "H", "H", "H", "H", "H", "H"], "xyz": [[0.0577, -0.5755, 0.4247], [-2.9216, 3.1002, 4.0595], [-3.5337, 2.6392, 2.7417], [-3.2354, 1.2485, 2.4174], [-2.0763, 0.8532, 1.8584], [-2.1114, -0.6268, 0.9153], [-0.9900, 1.5647, 2.0136], [0.0794, 1.0182, 1.4220], [1.2218, 1.6372, 1.5012], [1.4040, 2.8782, 2.3088], [2.2821, 1.0064, 0.7584], [3.5920, 1.4842, 0.6819], [4.5406, 0.7675, -0.0131], [4.1694, -0.4218, -0.6314], [2.8538, -0.8268, -0.5383], [1.9268, -0.1335, 0.1124], [-3.2434, 4.1223, 4.2660], [-1.8354, 3.0727, 4.0042], [-3.2501, 2.4596, 4.8779], [-3.1795, 3.2824, 1.9309], [-4.6181, 2.7234, 2.7999], [-4.0116, 0.6624, 2.1639], [0.5827, 2.9780, 3.0114], [1.4212, 3.7647, 1.6694], [2.3460, 2.8338, 2.8564], [3.8519, 2.4065, 1.1827], [5.5653, 1.1096, -0.0643], [4.8894, -1.0241, -1.1654], [2.5279, -1.7524, -0.9953], [0.9231, -4.4948, 1.0711], [0.6024, -3.3581, 0.7465], [0.6193, -2.2965, 1.4462], [0.1347, -3.1281, -0.6922], [-0.0009, -4.1797, -1.6093], [-0.3871, -3.9057, -2.8897], [-0.6376, -2.5674, -3.2695], [-1.0246, -2.1884, -4.5734], [-1.2481, -0.8747, -4.8805], [-1.1008, 0.1223, -3.8984], [-0.7277, -0.2126, -2.6257], [-0.4850, -1.5596, -2.2853], [-0.1011, -1.8706, -1.0129], [0.2165, -5.1793, -1.2599], [-0.4999, -4.6990, -3.6188], [-1.1416, -2.9588, -5.3259], [-1.5406, -0.6000, -5.8856], [-1.2865, 1.1576, -4.1521], [-0.6200, 0.5412, -1.8549]], "forces_ev_per_angstrom": [[-0.42, -0.30, -0.20], [-0.09, -0.03, -0.09], [0.25, 0.06, 0.29], [-0.05, 0.17, -0.15], [0.04, -1.07, -0.58], [-0.18, 0.31, 0.15], [-0.35, 0.84, 0.63], [0.90, 0.22, 0.13], [-1.11, 0.32, 0.47], [0.18, 0.02, -0.09], [0.90, -0.65, -0.64], [-0.44, 0.21, 0.33], [0.05, -0.42, -0.26], [0.25, 0.31, 0.17], [-0.17, -0.21, -0.08], [0.30, 0.49, 0.18], [0.05, 0.00, 0.04], [-0.02, -0.01, 0.02], [0.02, 0.00, 0.01], [-0.05, -0.02, -0.01], [-0.02, -0.01, -0.08], [-0.07, 0.01, 0.01], [0.01, 0.00, -0.03], [0.01, 0.01, 0.02], [0.01, 0.05, -0.01], [0.00, -0.02, 0.01], [-0.01, 0.06, 0.00], [-0.04, -0.02, -0.02], [-0.06, 0.03, -0.01], [-0.06, -0.05, -0.21], [0.08, 0.19, 0.50], [0.14, -0.08, -0.09], [0.00, 0.40, 0.09], [-0.03, -0.25, -0.29], [0.07, -0.05, 0.22], [0.04, 0.23, 0.21], [-0.04, 0.06, -0.07], [-0.02, -0.18, -0.15], [0.06, 0.00, 0.19], [-0.01, 0.11, -0.06], [-0.05, -0.13, -0.25], [-0.04, -0.67, -0.32], [0.00, 0.02, 0.03], [-0.01, 0.01, -0.02], [0.00, 0.00, 0.00], [-0.01, 0.01, 0.01], [0.00, 0.00, 0.00], [-0.02, 0.02, -0.01]], "lowdin_charge": [0.277, -0.092, -0.244, -0.020, -0.740, 0.745, 0.023, -0.066, -0.232, -0.012, -0.178, 0.002, -0.047, -0.035, -0.073, 0.057, 0.070, 0.048, 0.075, 0.112, 0.112, 0.105, 0.062, 0.096, 0.083, 0.112, 0.113, 0.110, 0.122, 0.036, -0.617, -0.074, -0.154, 0.024, 0.014, -0.147, -0.031, -0.077, -0.066, -0.015, -0.186, 0.041, 0.123, 0.120, 0.115, 0.105, 0.107, 0.098], "total_energy_ha": -2978.8401, "orbital_gap_ev": [7.1006, 7.1287], "homo_energy_ev": [-7.7, -7.9], "spin_multiplicity": 2}

2.
{"formula": "C20H19F6N2O7P3ScTe", "method": "wB97M-V/def2-TZVPD", "elements": ["Sc", "O", "P", "O", "O", "O", "P", "O", "O", "O", "H", "H", "C", "C", "C", "C", "C", "C", "N", "N", "C", "C", "C", "C", "C", "C", "H", "H", "H", "H", "H", "H", "H", "H", "H", "C", "Te", "C", "C", "C", "C", "C", "C", "C", "H", "H", "H", "H", "H", "H", "H", "H", "F", "P", "F", "F", "F", "F", "F"], "xyz": [[-0.5304, -0.2939, -1.6290], [-2.1563, 1.5836, 1.9237], [-2.2871, 1.1933, 0.3732], [-2.9594, 2.2036, -0.4371], [-0.8543, 0.7784, -0.0282], [-3.1185, -0.1969, 0.5384], [-3.3618, -1.1446, -0.7723], [-2.5781, -2.4911, -0.2560], [-4.7588, -1.4770, -1.0011], [-2.4585, -0.5264, -1.8209], [-2.5945, 2.4327, 2.0866], [-3.1620, -3.2499, -0.4066], [-0.6289, 4.5511, -4.4079], [0.7186, 4.4882, -4.0763], [1.2002, 3.4519, -3.3001], [0.3250, 2.4587, -2.8592], [-1.0289, 2.5197, -3.1996], [-1.5017, 3.5677, -3.9660], [0.7560, 1.3491, -2.1029], [1.8724, 1.4440, -1.5430], [2.3539, 0.3267, -0.8742], [3.7433, 0.3337, -0.6915], [4.3891, -0.7863, -0.2138], [3.6441, -1.9144, 0.0991], [2.2583, -1.8848, -0.0211], [1.5576, -0.7776, -0.4858], [-1.0023, 5.3701, -5.0083], [1.3965, 5.2528, -4.4320], [2.2459, 3.3851, -3.0358], [-1.7252, 1.7736, -2.8323], [-2.5529, 3.6171, -4.2140], [4.2985, 1.2185, -0.9801], [5.4654, -0.7905, -0.1055], [4.1398, -2.8164, 0.4364], [1.7061, -2.7856, 0.2444], [0.8206, -0.3883, 2.6478], [-0.3934, -1.5254, 1.3008], [-1.7412, -1.5775, 2.9978], [-0.8767, -1.3467, 4.2067], [-1.3116, -1.6762, 5.4854], [-0.5026, -1.4377, 6.5850], [0.7425, -0.8493, 6.4148], [1.1745, -0.5009, 5.1449], [0.3742, -0.7535, 4.0366], [0.6253, 0.6627, 2.4215], [1.8777, -0.5880, 2.4848], [-2.2337, -2.5502, 3.0129], [-2.5052, -0.8126, 2.9213], [-2.2899, -2.1219, 5.6222], [-0.8414, -1.7156, 7.5745], [1.3797, -0.6683, 7.2705], [2.1408, -0.0289, 5.0116], [-0.2675, -2.2689, -2.1260], [0.1281, -2.0991, -3.8228], [0.9279, -3.4480, -3.7340], [-1.2422, -2.7989, -4.1382], [-0.6833, -0.6078, -3.7145], [0.4781, -1.8139, -5.3222], [1.4079, -1.2496, -3.2825]], "forces_ev_per_angstrom": [[1.70, -0.80, -0.29], [-0.02, 0.13, -0.13], [-0.66, 0.69, 0.73], [-0.02, 0.10, -0.07], [-0.75, 0.73, 1.10], [0.22, 0.19, -0.42], [-0.72, -0.94, 0.84], [-0.36, 0.26, -0.18], [-0.17, 0.25, -0.23], [-0.86, -0.03, -0.14], [0.07, -0.21, -0.02], [0.11, 0.12, 0.03], [-0.09, -0.03, 0.01], [0.01, 0.04, 0.00], [0.03, -0.20, 0.09], [-0.31, 0.70, -0.47], [0.38, -0.22, 0.26], [-0.03, 0.11, -0.06], [1.07, 0.59, 0.42], [-0.36, 0.68, -0.83], [0.35, -1.02, 0.69], [-0.21, 0.36, -0.17], [0.09, -0.16, 0.08], [0.00, 0.02, 0.04], [0.04, 0.09, -0.18], [0.00, 0.41, -0.58], [0.02, -0.01, -0.02], [0.01, -0.01, 0.02], [0.00, 0.01, -0.03], [-0.11, 0.01, -0.04], [0.00, -0.01, 0.02], [-0.02, -0.01, 0.01], [0.00, 0.00, 0.00], [0.00, 0.01, 0.02], [0.12, -0.10, -0.04], [-0.06, 0.09, -0.07], [0.26, -0.56, 1.62], [0.11, -0.09, -0.05], [0.10, 0.05, 0.00], [0.00, -0.04, 0.06], [-0.03, -0.01, -0.01], [0.03, 0.02, -0.02], [0.04, 0.00, 0.02], [-0.15, -0.06, -0.02], [-0.02, -0.02, -0.10], [-0.05, -0.07, -0.17], [0.03, 0.00, -0.07], [-0.08, 0.15, -0.26], [0.02, -0.03, -0.02], [-0.01, 0.02, -0.01], [-0.01, 0.02, -0.01], [0.01, -0.04, -0.01], [-0.04, -0.49, -0.59], [0.64, -0.23, -0.18], [-0.06, -0.02, -0.01], [0.00, 0.06, -0.03], [-0.04, -0.27, -0.39], [-0.05, 0.00, -0.02], [-0.19, -0.22, -0.16]], "lowdin_charge": [0.831, -0.104, 0.228, -0.221, -0.444, -0.289, 0.248, -0.242, -0.220, -0.316, 0.100, 0.098, -0.071, -0.072, -0.010, -0.222, -0.015, -0.052, -0.030, 0.136, -0.290, -0.013, -0.074, -0.064, -0.222, -0.259, 0.106, 0.106, 0.108, 0.090, 0.116, 0.114, 0.106, 0.108, 0.057, -0.291, 1.850, -0.315, -0.281, -0.036, -0.079, -0.079, -0.037, -0.276, 0.083, 0.073, 0.073, 0.062, 0.117, 0.105, 0.104, 0.117, -0.230, 0.239, -0.074, -0.070, -0.186, -0.067, -0.126], "total_energy_ha": -4062.2875, "orbital_gap_ev": [7.6140, 6.4083], "homo_energy_ev": [-9.0, -9.1], "spin_multiplicity": 2}

3.
{"formula": "C20H19N2O7RhS", "method": "wB97M-V/def2-TZVPD", "elements": ["Rh", "O", "C", "O", "C", "C", "C", "C", "C", "O", "C", "C", "O", "O", "H", "H", "H", "H", "H", "H", "H", "H", "C", "C", "C", "C", "C", "C", "C", "S", "O", "O", "N", "C", "C", "C", "C", "C", "N", "H", "H", "H", "H", "H", "H", "H", "H", "H", "H", "H"], "xyz": [[0.0163, 0.1535, -0.1578], [1.5763, -3.8699, 0.8126], [1.1816, -2.7605, 0.6040], [0.9758, -1.9235, -0.2414], [0.8386, -2.1551, 2.3213], [1.6268, -0.8660, 2.4661], [1.7285, -0.5971, 3.9788], [0.2681, -0.1999, 4.3140], [-0.4021, -0.2684, 2.9423], [0.6783, 0.1361, 2.0613], [-0.6232, -1.7251, 2.4961], [-1.5013, -1.8654, 1.2326], [-1.9595, -2.9589, 0.9815], [-1.6912, -0.7912, 0.5200], [1.1805, -2.9899, 2.9156], [2.5379, -0.7749, 1.8812], [2.4171, 0.2316, 4.1366], [2.0884, -1.4617, 4.5339], [0.2179, 0.8122, 4.7107], [-0.2077, -0.8719, 5.0272], [-1.2590, 0.3752, 2.7746], [-1.0913, -2.3455, 3.2591], [3.9993, 3.6615, 5.2590], [3.7242, 3.1086, 3.8872], [4.4543, 2.0297, 3.3956], [4.2185, 1.5299, 2.1231], [3.2503, 2.1214, 1.3266], [2.5186, 3.2033, 1.7913], [2.7531, 3.6832, 3.0686], [3.0546, 1.5232, -0.3300], [3.3989, 0.1174, -0.3011], [3.8178, 2.3931, -1.1898], [1.4612, 1.7288, -0.5504], [0.9619, 1.8144, -1.8686], [1.6173, 1.9102, -3.1006], [0.8613, 1.8809, -4.2542], [-0.5137, 1.7431, -4.2030], [-1.0943, 1.6319, -2.9591], [-0.3973, 1.6903, -1.8222], [4.3852, 2.8910, 5.9260], [3.0994, 4.0860, 5.7034], [4.7466, 4.4562, 5.2065], [5.2161, 1.5709, 4.0154], [4.7854, 0.6911, 1.7391], [1.7627, 3.6485, 1.1579], [2.1754, 4.5222, 3.4385], [2.6904, 2.0070, -3.1320], [1.3621, 1.9505, -5.2117], [-1.1154, 1.7062, -5.0992], [-2.1634, 1.4979, -2.8452]], "forces_ev_per_angstrom": [[0.02, 0.35, 0.16], [-0.05, 0.09, -0.16], [0.12, -0.32, 0.07], [-0.01, 0.03, 0.10], [-0.31, 0.21, -0.04], [0.02, -0.06, 0.08], [0.00, 0.04, -0.05], [0.01, -0.03, 0.03], [-0.03, -0.04, -0.16], [0.00, -0.06, 0.04], [0.45, 0.01, 0.39], [-0.45, -0.02, -0.68], [0.15, 0.03, 0.21], [0.05, -0.18, 0.40], [-0.01, -0.06, -0.05], [0.02, 0.03, 0.02], [-0.01, 0.01, 0.02], [-0.01, 0.00, 0.00], [0.00, 0.00, 0.00], [0.00, 0.00, 0.00], [0.00, 0.03, 0.03], [-0.04, 0.02, -0.01], [0.01, 0.01, -0.02], [0.00, -0.02, 0.01], [-0.03, -0.01, -0.01], [0.04, 0.02, -0.02], [-0.07, -0.04, 0.00], [-0.05, -0.01, -0.02], [0.02, 0.00, 0.03], [0.12, 0.13, 0.35], [-0.01, 0.11, -0.04], [-0.03, -0.14, -0.09], [0.16, -0.17, -1.16], [-0.72, 0.07, 0.59], [0.30, 0.17, 0.17], [0.34, 0.04, -0.03], [-0.31, -0.02, 0.03], [-0.16, 0.12, 0.01], [0.45, -0.31, -0.24], [0.00, 0.00, 0.00], [0.00, -0.01, 0.00], [0.00, 0.00, 0.01], [-0.01, 0.01, 0.01], [-0.01, 0.00, 0.02], [0.01, 0.00, 0.02], [0.00, 0.00, 0.00], [0.01, -0.01, -0.02], [0.02, 0.01, 0.01], [-0.02, -0.01, 0.01], [0.01, -0.02, 0.01]], "lowdin_charge": [1.277, 0.215, -0.492, 0.054, 0.019, -0.253, -0.065, -0.076, -0.231, -0.158, -0.109, -0.612, 0.096, -0.167, 0.144, 0.143, 0.105, 0.124, 0.119, 0.122, 0.162, 0.163, -0.048, -0.275, -0.047, -0.064, -0.292, -0.049, -0.031, 0.595, -0.321, -0.293, -0.220, -0.390, -0.011, -0.058, -0.075, -0.136, -0.001, 0.076, 0.077, 0.087, 0.117, 0.119, 0.114, 0.115, 0.098, 0.114, 0.103, 0.114], "total_energy_ha": -1918.3571, "orbital_gap_ev": [8.5819, 5.7601], "homo_energy_ev": [-8.2, -8.8], "spin_multiplicity": 5}